{"formula": "C11H13BrTa", "method": "wB97M-V/def2-TZVPD", "symbols": ["C", "C", "C", "H", "C", "C", "H", "H", "H", "H", "Ta", "Br", "C", "C", "C", "H", "C", "C", "H", "H", "H", "H", "C", "H", "H", "H"], "xyz": [[0.50061, 0.52342, 1.94652], [-0.83755, 0.36084, 2.48890], [-1.20751, -1.02322, 2.39469], [-1.40276, 1.15100, 2.99663], [-0.08057, -1.72817, 1.88132], [0.97388, -0.78882, 1.59797], [1.99842, -1.00237, 1.27520], [1.11497, 1.42881, 1.89786], [-2.08035, -1.48603, 2.87282], [0.04309, -2.82875, 1.86323], [-0.79411, -0.27007, 0.37346], [-2.97211, 0.84197, -0.10099], [0.18182, 0.87915, -2.54966], [1.40442, 0.36577, -2.04506], [1.85352, 1.24218, -1.02065], [1.87696, -0.56920, -2.34039], [0.93686, 2.32184, -0.93044], [-0.09314, 2.10405, -1.88820], [-0.96979, 2.72991, -2.04938], [-0.46169, 0.37375, -3.27004], [2.74975, 1.10002, -0.39671], [0.99178, 3.13636, -0.19826], [-0.90476, -1.96753, -1.01415], [-1.51256, -2.76569, -0.55282], [0.07395, -2.41527, -1.25965], [-1.38314, -1.71391, -1.97220]], "atomic_forces_ev_per_a": [[0.401, -0.518, 2.503], [1.262, 0.184, 1.889], [0.633, 0.155, 2.000], [-0.001, -0.357, -0.743], [1.429, -1.256, 0.965], [0.366, -0.204, 1.814], [-0.708, -0.035, -0.206], [-0.633, -0.391, -0.050], [0.213, 0.351, -0.731], [-0.323, 0.960, -0.391], [-1.387, 3.991, -11.026], [0.629, -0.620, 0.666], [-0.674, 0.372, 0.312], [-0.473, -0.673, 1.013], [0.117, -0.824, 0.758], [-0.032, 0.371, -0.024], [-0.710, -0.329, 1.167], [-0.471, -0.963, -0.128], [0.370, -0.152, 0.038], [0.328, 0.382, 0.046], [-0.474, 0.202, -0.547], [0.040, -0.241, -0.606], [0.180, -1.051, 0.892], [0.161, 0.081, -0.223], [-0.315, 0.136, 0.200], [0.072, 0.428, 0.412]], "homo_lumo_gap_ev": [5.634, 5.139], "total_charge": 1, "total_energy_ev": -83201.7249}